[1]
Below is a cluster of 3 separate species, C9H11Br3F6O4 in total at a distorted geometry, with properties calculated with ωB97M-V with the def2-TZVPD basis set.

Values from the calculation:
HOMO level (Eh): -0.3894
Molecular weight (g mol⁻¹): 536.88
Net charge: 0
SMILES: CCOC(=O)C(F)(F)F.CCOC(=O)C(F)(F)F.BrC(Br)Br
Strongest force on any atom (eV/Å): 4.270
Energy (eV): -244132.939
Relative energy (zero: lowest compared OMol25 entry of this formula, charge and spin) (eV): 0.712

Last column: Löwdin charge in e.
Positions of all 33 atoms, in Å:
1 C 23.8948 -13.2043 12.0447  -0.063
2 C 25.3148 -12.9257 11.5202  -0.210
3 O 25.6576 -13.8886 10.5684  -0.034
4 C 26.3101 -15.0048 10.9428  -0.295
5 O 26.6101 -15.1523 12.1339  0.109
6 C 26.5855 -16.0897 9.7842  -0.593
7 F 26.1108 -17.2493 10.0291  0.221
8 F 26.0154 -15.6130 8.6946  0.122
9 F 27.9148 -16.2416 9.5417  0.148
10 H 23.4051 -12.3600 12.5300  0.082
11 H 23.8539 -14.0845 12.6862  0.029
12 H 23.2898 -13.4913 11.1846  0.022
13 H 26.1427 -12.9432 12.2290  0.102
14 H 25.4662 -11.9630 11.0320  0.130
15 C 22.3968 -15.2275 15.9069  -0.045
16 C 23.8211 -15.1854 16.4902  -0.234
17 O 24.4231 -14.1062 15.8700  -0.011
18 C 25.7213 -13.7486 16.1273  -0.282
19 O 26.4519 -14.3344 16.9190  0.142
20 C 26.2196 -12.3908 15.4674  -0.538
21 F 25.2123 -11.7995 14.8467  0.165
22 F 26.7263 -11.5268 16.3745  0.159
23 F 27.1607 -12.6136 14.5590  0.171
24 H 21.6450 -15.7544 16.4945  0.081
25 H 22.5640 -15.8301 15.0141  0.016
26 H 22.0257 -14.2518 15.5932  0.086
27 H 24.4317 -16.0766 16.3451  0.133
28 H 23.7822 -15.0355 17.5691  0.126
29 C 21.6815 -16.4964 10.2945  -1.501
30 Br 19.8252 -16.0569 9.8138  0.550
31 Br 22.0296 -16.3242 12.2184  0.607
32 Br 22.9480 -15.4799 9.1493  0.637
33 H 21.8893 -17.5501 10.1086  -0.029

[2]
Below is a structure of composition C9H11CdNO6S2 at a distorted geometry, with properties calculated with ωB97M-V with the def2-TZVPD basis set.

Values from the calculation:
HOMO level (Eh): -0.5846
Molecular weight (g mol⁻¹): 405.73
Net charge: +2
Strongest force on any atom (eV/Å): 1.288
Energy (eV): -49495.962

Last column: Löwdin charge in e.
Positions of all 30 atoms, in Å:
1 C -0.8836 -4.1282 0.5351  0.178
2 C -1.2636 -3.1709 1.1475  -0.110
3 C -1.6888 -1.9181 1.7204  -0.078
4 C -0.6878 -0.7647 1.4134  -0.415
5 N 0.6589 -1.2188 1.5856  0.149
6 C 1.2512 -1.0050 2.6318  -0.749
7 S 1.9740 -0.7416 3.9615  0.975
8 O -1.0523 0.2554 2.3652  -0.117
9 S -1.5995 1.5434 1.5849  0.659
10 O -0.4868 2.3596 1.2585  -0.196
11 O -2.7344 2.1135 2.1750  -0.130
12 O -2.0748 0.6833 0.2913  -0.074
13 C -1.0253 -0.2043 0.0147  -0.326
14 O 0.0751 0.3339 -0.6276  -0.092
15 C -0.2121 1.2850 -1.6528  -0.119
16 C 1.0453 1.3733 -2.4622  -0.389
17 C 2.1724 1.9535 -1.6427  0.003
18 O 1.5103 0.1207 -2.9267  -0.023
19 H -0.5554 -5.0164 0.0548  0.050
20 H -2.6747 -1.6600 1.3428  0.153
21 H -1.7575 -1.9963 2.8026  0.150
22 H -1.3851 -1.0472 -0.5749  0.186
23 H -1.0402 0.9648 -2.2858  0.159
24 H -0.4558 2.2489 -1.2144  0.138
25 H 0.8715 2.0472 -3.3067  0.180
26 H 2.7302 0.9856 -1.4169  -0.057
27 H 1.8684 2.4314 -0.7166  0.105
28 H 2.8539 2.5971 -2.1859  0.116
29 H 0.9330 -0.2237 -3.6225  0.133
30 Cd 3.6336 -0.2014 -0.2496  1.540

[3]
Below is a structure of composition C9H11Cl2NO4TlV at a distorted geometry, with properties calculated with ωB97M-V with the def2-TZVPD basis set.

Values from the calculation:
HOMO level (alpha / beta) (Eh): -0.7491 / -0.7495
Molecular weight (g mol⁻¹): 523.42
Net charge: +4
Strongest force on any atom (eV/Å): 14.482
Multiplicity: 3
Energy (eV): -74567.348
Relative energy (zero: lowest compared OMol25 entry of this formula, charge and spin) (eV): 0.401

Last column: Löwdin charge in e.
Positions of all 29 atoms, in Å:
1 Tl 1.9305 -4.2016 -7.2811  1.028
2 V 0.0470 0.5918 -1.5823  0.986
3 Cl 2.8930 -5.2613 -5.4444  0.323
4 Cl -2.0241 0.7155 -2.5089  0.299
5 C 0.1888 2.4047 -1.2407  -0.105
6 C 2.9533 -5.4507 -8.5777  -0.024
7 C 1.2350 -3.3399 -8.9230  0.005
8 O 0.2198 3.5371 -1.0515  0.292
9 O 3.5676 -6.1716 -9.3012  0.309
10 O 0.8168 -2.7974 -9.8816  0.360
11 O -0.7362 -0.0343 0.1084  -0.121
12 C -0.7312 0.5744 1.2396  -0.324
13 C -1.8558 0.2581 2.1968  -0.063
14 C -1.4070 -0.1518 3.5913  -0.159
15 C -0.9159 1.0298 4.4397  -0.180
16 C 0.3714 1.7001 3.9647  -0.158
17 C 0.2542 2.4193 2.6189  -0.117
18 N 0.2213 1.4855 1.4731  0.114
19 H -2.5051 1.1378 2.2571  0.159
20 H -2.4389 -0.5587 1.7578  0.144
21 H -2.2919 -0.5405 4.0979  0.136
22 H -0.6587 -0.9568 3.5454  0.136
23 H -1.7120 1.7862 4.4948  0.133
24 H -0.7411 0.6595 5.4529  0.133
25 H 0.6073 2.4741 4.6987  0.136
26 H 1.2109 0.9888 3.9408  0.134
27 H -0.6412 3.0611 2.5918  0.151
28 H 1.1306 3.0516 2.4971  0.138
29 H 1.0116 1.5893 0.8254  0.136

[4]
Below is a structure of composition C9H11ClMnO3 at a distorted geometry, with properties calculated with ωB97M-V with the def2-TZVPD basis set.

Values from the calculation:
HOMO level (alpha / beta) (Eh): -0.6381 / -0.6404
Molecular weight (g mol⁻¹): 257.57
Net charge: +2
Strongest force on any atom (eV/Å): 11.589
Multiplicity: 4
Energy (eV): -59472.757
Relative energy (zero: lowest compared OMol25 entry of this formula, charge and spin) (eV): 3.393

Last column: Löwdin charge in e.
Positions of all 25 atoms, in Å:
1 Cl 1.5720 -2.5182 -1.2904  0.374
2 C 1.5632 2.0049 -0.1813  -0.011
3 C 0.1431 2.3293 -0.0028  -0.030
4 C -0.6218 1.4882 -0.8520  0.004
5 H -0.2400 3.0027 0.7696  0.168
6 C 0.2845 0.6408 -1.5914  -0.280
7 C 1.6356 0.9522 -1.1780  -0.023
8 H 2.5391 0.4848 -1.5338  0.162
9 H 2.3969 2.5193 0.2531  0.166
10 H -1.7213 1.3677 -0.8342  0.178
11 C -0.1306 -0.3756 -2.5850  -0.030
12 Mn 0.5540 0.3607 0.4137  0.708
13 C 0.7109 0.9106 2.1201  0.039
14 C 1.6467 -1.1851 0.6420  -0.296
15 O 0.6363 0.8449 3.2920  0.303
16 O 1.9168 -1.9310 1.5259  0.130
17 H -1.1566 -0.6957 -2.3962  0.107
18 H 0.4921 -1.2927 -2.5711  -0.031
19 H -0.0791 0.1439 -3.5511  0.141
20 C -1.9821 -1.6280 1.9648  -0.058
21 O -1.8405 -0.7793 0.8016  -0.133
22 H -1.7929 -0.9958 2.8305  0.088
23 H -1.2404 -2.4327 1.9215  0.096
24 H -3.0061 -2.0446 1.9925  0.120
25 H -2.2797 -1.1715 0.0399  0.107

[5]
Below is the molecule C9H11ClN2S at a distorted geometry, with properties calculated with ωB97M-V with the def2-TZVPD basis set.

Values from the calculation:
HOMO level (Eh): -0.3093
Molecular weight (g mol⁻¹): 214.72
Net charge: 0
SMILES: CCNC(=S)Nc1ccc(Cl)cc1
Strongest force on any atom (eV/Å): 5.626
Energy (eV): -35847.506
Relative energy (zero: lowest compared OMol25 entry of this formula, charge and spin) (eV): 1.388

Last column: Löwdin charge in e.
Positions of all 24 atoms, in Å:
1 C -1.5891 -0.3731 -1.8834  -0.077
2 C -1.7427 -0.9166 -0.4067  -0.205
3 C -1.6359 0.3412 1.7084  -0.910
4 C 0.7151 0.2553 0.9165  -0.304
5 C 0.6735 1.1124 -0.1099  -0.066
6 C 1.7414 1.1648 -1.0223  -0.034
7 C 2.8043 0.1724 -0.8719  -0.794
8 C 2.7561 -0.5658 0.2803  -0.118
9 C 1.7937 -0.4449 1.2797  -0.050
10 H -0.8523 0.4175 -2.0089  0.038
11 H -2.6166 -0.0196 -2.2366  0.087
12 H -1.4897 -1.1850 -2.6873  0.088
13 H -2.6486 -1.5307 -0.3985  0.111
14 H -0.8845 -1.4635 0.1624  0.148
15 H -2.9727 0.3560 0.4758  0.064
16 H 0.1453 0.3932 2.8266  0.162
17 H -0.2572 1.6129 -0.2402  0.107
18 H 1.5781 1.8684 -1.8493  0.115
19 H 3.6657 -1.2534 0.5601  0.145
20 H 1.7304 -1.1176 2.1441  0.135
21 N -2.0174 0.2440 0.4164  -0.060
22 N -0.3115 -0.0736 1.9610  0.026
23 S -2.6204 0.9604 2.8919  0.608
24 Cl 4.0350 0.0451 -1.9085  0.783

The highest energy belongs to which entry?
C9H11ClN2S

Which of these has the highest net charge?
C9H11Cl2NO4TlV

Number 2 is which compound?
C9H11CdNO6S2

Repeat the fifth record exactly.
Below is the molecule C9H11ClN2S at a distorted geometry, with properties calculated with ωB97M-V with the def2-TZVPD basis set.

Values from the calculation:
HOMO level (Eh): -0.3093
Molecular weight (g mol⁻¹): 214.72
Net charge: 0
SMILES: CCNC(=S)Nc1ccc(Cl)cc1
Strongest force on any atom (eV/Å): 5.626
Energy (eV): -35847.506
Relative energy (zero: lowest compared OMol25 entry of this formula, charge and spin) (eV): 1.388

Last column: Löwdin charge in e.
Positions of all 24 atoms, in Å:
1 C -1.5891 -0.3731 -1.8834  -0.077
2 C -1.7427 -0.9166 -0.4067  -0.205
3 C -1.6359 0.3412 1.7084  -0.910
4 C 0.7151 0.2553 0.9165  -0.304
5 C 0.6735 1.1124 -0.1099  -0.066
6 C 1.7414 1.1648 -1.0223  -0.034
7 C 2.8043 0.1724 -0.8719  -0.794
8 C 2.7561 -0.5658 0.2803  -0.118
9 C 1.7937 -0.4449 1.2797  -0.050
10 H -0.8523 0.4175 -2.0089  0.038
11 H -2.6166 -0.0196 -2.2366  0.087
12 H -1.4897 -1.1850 -2.6873  0.088
13 H -2.6486 -1.5307 -0.3985  0.111
14 H -0.8845 -1.4635 0.1624  0.148
15 H -2.9727 0.3560 0.4758  0.064
16 H 0.1453 0.3932 2.8266  0.162
17 H -0.2572 1.6129 -0.2402  0.107
18 H 1.5781 1.8684 -1.8493  0.115
19 H 3.6657 -1.2534 0.5601  0.145
20 H 1.7304 -1.1176 2.1441  0.135
21 N -2.0174 0.2440 0.4164  -0.060
22 N -0.3115 -0.0736 1.9610  0.026
23 S -2.6204 0.9604 2.8919  0.608
24 Cl 4.0350 0.0451 -1.9085  0.783